(1)
{"formula": "C33H38BrN4Pt", "method": "ωB97M-V with the def2-TZVPD basis set", "symbols": ["Pt", "C", "C", "C", "C", "C", "C", "C", "C", "C", "C", "C", "C", "N", "C", "C", "C", "C", "C", "N", "C", "C", "C", "C", "H", "H", "H", "H", "H", "H", "H", "H", "H", "H", "H", "H", "H", "H", "H", "H", "H", "H", "H", "H", "H", "H", "H", "H", "H", "H", "H", "H", "H", "Br", "C", "C", "C", "C", "C", "C", "N", "C", "C", "C", "C", "C", "C", "N", "H", "H", "H", "H", "H", "H", "H", "H", "H"], "xyz": [[0.40517, -0.27922, -0.38075], [2.57757, -0.85278, 1.89631], [1.73054, -0.32867, 3.05889], [0.38969, -1.04760, 3.18716], [1.61687, 1.17556, 3.00212], [2.20387, 1.88497, 4.02803], [2.16788, 3.27837, 4.07829], [1.59526, 3.99695, 3.04389], [0.98715, 3.35524, 1.98035], [0.68079, 4.19057, 0.74741], [2.01371, 4.59854, 0.10501], [-0.17857, 5.41673, 1.05942], [0.89950, 1.91619, 2.01022], [0.05973, 1.28232, 1.10597], [-1.14313, 1.85895, 0.90815], [-1.92729, 1.46511, -0.15406], [-3.19651, 1.92874, -0.61628], [-3.43203, 1.28363, -1.78810], [-2.30204, 0.41717, -2.05353], [-1.42291, 0.51985, -1.05977], [-2.11418, -0.43307, -3.27958], [-0.82725, 0.00636, -3.98644], [-2.02859, -1.90999, -2.87292], [-3.29370, -0.25877, -4.24263], [2.63586, -1.94071, 1.88691], [3.58291, -0.43501, 1.88443], [2.08016, -0.51089, 0.96725], [2.28645, -0.54130, 3.97499], [-0.23814, -0.89944, 2.30738], [-0.16833, -0.68549, 4.05052], [0.55697, -2.11673, 3.32570], [2.69290, 1.34456, 4.82720], [2.63288, 3.79767, 4.90542], [1.66968, 5.07505, 3.04881], [0.14272, 3.59827, 0.00797], [2.60745, 5.20317, 0.78993], [1.83088, 5.19194, -0.79044], [2.61168, 3.72981, -0.17572], [0.37199, 6.16131, 1.63243], [-1.07785, 5.15915, 1.62143], [-0.48580, 5.89332, 0.12894], [-1.48531, 2.62459, 1.59498], [-3.81317, 2.66363, -0.12529], [-4.28500, 1.40132, -2.43332], [0.04684, -0.09691, -3.34224], [-0.89246, 1.04221, -4.31978], [-0.67749, -0.61510, -4.87007], [-1.15412, -2.09955, -2.25041], [-1.94610, -2.52750, -3.76714], [-2.92340, -2.22797, -2.33573], [-3.40963, 0.77866, -4.55521], [-4.23239, -0.60232, -3.80817], [-3.11308, -0.85007, -5.13923], [-4.14190, -4.89538, 3.46959], [-2.83591, -4.14606, 2.45883], [-3.06386, -2.91087, 1.79227], [-2.07758, -2.36606, 1.02013], [-0.85105, -3.04145, 0.86186], [-0.60211, -4.24859, 1.54562], [-1.57429, -4.79466, 2.33459], [0.09922, -2.45218, 0.01339], [0.87186, -3.21091, -0.68989], [1.80119, -2.62402, -1.62805], [2.65016, -3.39746, -2.40055], [3.51691, -2.75562, -3.28547], [3.48860, -1.37838, -3.35353], [2.59698, -0.66627, -2.55099], [1.77006, -1.27113, -1.70855], [-4.02476, -2.42810, 1.90708], [-2.22668, -1.43071, 0.49511], [0.36532, -4.72867, 1.48275], [-1.40679, -5.71405, 2.87958], [0.81293, -4.29519, -0.63224], [2.63783, -4.47528, -2.31335], [4.19386, -3.32967, -3.90272], [4.14310, -0.83468, -4.02079], [2.54829, 0.41459, -2.59336]], "atomic_forces_ev_per_a": [[0.7, 0.2, 0.2], [-0.4, 0.2, 0.0], [0.1, -0.2, 0.0], [0.0, 0.0, 0.0], [0.1, 0.1, 0.1], [0.0, 0.0, -0.1], [0.0, 0.0, 0.0], [0.0, -0.1, 0.0], [0.1, 0.0, 0.0], [-0.1, -0.1, 0.0], [0.0, 0.0, 0.0], [0.0, 0.0, 0.0], [0.1, 0.1, 0.0], [-0.7, 0.2, 0.0], [0.2, 0.0, 0.0], [0.2, -0.1, -0.1], [0.0, 0.0, 0.0], [0.0, 0.1, 0.1], [0.1, 0.0, 0.0], [-0.4, 0.1, 0.0], [-0.2, 0.0, 0.0], [0.1, 0.0, -0.1], [0.1, 0.0, 0.0], [0.0, 0.0, 0.0], [0.0, 0.0, 0.0], [0.0, 0.0, 0.0], [0.3, -0.2, -0.1], [0.0, 0.0, 0.0], [0.0, 0.0, 0.0], [0.0, 0.0, 0.0], [0.0, -0.1, 0.0], [0.0, 0.0, 0.0], [0.0, 0.0, 0.0], [0.0, 0.0, 0.0], [0.0, -0.1, 0.0], [0.0, 0.0, 0.0], [0.0, 0.0, 0.0], [0.0, 0.0, 0.0], [0.0, 0.0, 0.0], [0.0, 0.0, 0.0], [0.0, 0.0, 0.0], [0.0, 0.0, 0.0], [0.0, 0.0, 0.0], [0.0, 0.0, 0.0], [0.0, 0.0, 0.0], [0.0, 0.0, 0.0], [0.0, 0.0, 0.0], [0.0, 0.0, 0.0], [0.0, 0.0, 0.0], [0.0, 0.0, 0.0], [0.0, 0.0, 0.0], [0.0, 0.0, 0.0], [0.0, 0.0, 0.0], [0.1, 0.0, 0.0], [0.1, 0.1, -0.1], [-0.1, 0.1, 0.0], [-0.3, 0.0, 0.1], [0.1, 0.2, -0.1], [0.0, -0.2, 0.1], [0.0, -0.1, 0.1], [-0.1, -0.3, 0.0], [0.0, 0.0, 0.0], [0.1, 0.1, -0.1], [0.0, 0.1, 0.0], [0.0, 0.0, 0.0], [0.1, 0.0, 0.0], [-0.1, 0.1, 0.1], [0.0, -0.2, -0.2], [0.0, 0.1, 0.0], [0.0, 0.0, 0.0], [0.0, 0.0, 0.0], [0.1, 0.0, 0.0], [0.0, 0.0, 0.0], [0.0, 0.0, 0.0], [0.0, 0.0, 0.0], [0.0, 0.0, 0.0], [0.0, 0.0, 0.0]], "mulliken_charge": [1.66, -0.48, 0.03, -1.35, 0.97, -0.97, -1.46, -0.58, -0.12, 0.89, -1.39, -1.65, 0.07, 0.21, -0.22, 0.29, -1.71, -0.90, -0.18, 0.07, 2.42, -1.39, -1.39, -2.27, 0.39, 0.45, -0.33, 0.81, 0.09, 0.43, 0.45, 0.48, 0.43, 0.48, 0.19, 0.35, 0.43, 0.34, 0.36, 0.33, 0.46, 0.71, 0.60, 0.69, 0.03, 0.46, 0.46, 0.09, 0.54, 0.36, 0.50, 0.47, 0.43, 0.16, 0.04, -0.84, 0.32, -0.42, -0.59, -0.76, 0.38, -0.45, 0.46, -0.83, -0.60, -0.84, -0.08, 0.12, 0.53, 0.43, 0.58, 0.50, 0.75, 0.56, 0.50, 0.49, 0.55], "multiplicity": 5, "e_above_lowest_kcal_mol": 0.0, "homo_ha": [-0.5932, -0.6014], "charge": 3, "e_lumo_ev": [-9.922, -12.527]}

***

(2)
{"formula": "C33H38Cl16N4O5S", "method": "ωB97M-V with the def2-TZVPD basis set", "symbols": ["C", "C", "C", "C", "C", "C", "C", "C", "C", "N", "C", "C", "C", "O", "C", "O", "C", "C", "C", "C", "C", "C", "O", "N", "C", "C", "C", "C", "C", "C", "C", "S", "C", "N", "N", "C", "O", "C", "O", "H", "H", "H", "H", "H", "H", "H", "H", "H", "H", "H", "H", "H", "H", "H", "H", "H", "H", "H", "H", "H", "H", "H", "H", "H", "H", "H", "H", "H", "H", "H", "H", "H", "H", "H", "H", "H", "H", "Cl", "C", "Cl", "Cl", "Cl", "Cl", "C", "Cl", "Cl", "Cl", "Cl", "C", "Cl", "Cl", "Cl", "Cl", "C", "Cl", "Cl", "Cl"], "xyz": [[-0.86713, 0.38842, -3.19935], [-1.27356, 0.87657, -2.17332], [-1.76944, 1.61824, -1.01005], [-2.69544, 2.68118, -1.15265], [-3.28333, 3.16141, -2.47950], [-3.78150, 2.02508, -3.44593], [-4.57145, 0.87506, -2.75408], [-4.39703, -0.43498, -3.62599], [-4.48657, -1.74160, -2.75829], [-3.27745, -2.03512, -1.99443], [-3.07386, 3.37509, 0.04671], [-4.03389, 4.58184, 0.00694], [-3.18713, 5.88871, -0.11674], [-3.56498, 6.69267, -1.27054], [-2.41087, 7.37153, -1.65831], [-1.89660, 8.17588, -0.93117], [-1.73962, 7.08081, -3.01343], [-0.58154, 6.03904, -2.90702], [-2.54839, 2.99990, 1.33370], [-1.66035, 1.92253, 1.43393], [-1.30022, 1.25892, 0.24267], [-0.34241, 0.14262, 0.67872], [0.01986, -0.77804, -0.00202], [-0.03266, 0.39767, 2.02546], [0.27266, -0.82897, 2.82079], [1.77235, -1.19042, 2.53198], [2.34392, -2.15931, 3.63345], [2.63567, -3.54614, 2.94426], [4.18115, -3.61362, 2.61535], [4.34124, -4.20228, 1.17316], [5.85141, -4.63008, 1.03005], [5.99035, -5.75279, -0.44018], [7.40126, -5.24926, -1.37961], [8.39623, -6.01876, -1.72436], [9.27278, -5.29161, -2.45384], [8.79155, -4.08229, -2.55439], [7.62175, -4.00556, -1.90153], [-0.93643, 1.31302, 2.63877], [-1.04170, 1.54777, 3.80669], [-0.42866, 0.09691, -4.13478], [-2.48918, 3.72445, -3.01615], [-4.11533, 3.87459, -2.36378], [-2.92671, 1.69478, -4.05409], [-4.48815, 2.51146, -4.15393], [-5.66120, 1.07824, -2.72895], [-4.20055, 0.60116, -1.75053], [-5.08350, -0.44959, -4.49395], [-3.34813, -0.40464, -3.99267], [-4.60099, -2.57500, -3.48869], [-5.38126, -1.77434, -2.11195], [-2.43672, -1.96881, -2.55146], [-3.21783, -1.49347, -1.14056], [-4.81750, 4.48702, -0.75880], [-4.54460, 4.61612, 0.97425], [-2.12755, 5.59218, -0.27456], [-3.20696, 6.49527, 0.80958], [-2.49718, 6.71589, -3.73468], [-1.31842, 8.02792, -3.38419], [0.01017, 6.10033, -3.83569], [-0.96001, 5.00970, -2.78821], [0.08908, 6.25478, -2.05333], [-2.81544, 3.51275, 2.29380], [-0.37410, -1.65705, 2.45882], [0.10651, -0.65085, 3.89671], [2.30380, -0.21413, 2.56054], [1.89673, -1.58665, 1.51167], [1.59845, -2.24440, 4.44439], [3.27284, -1.69539, 4.00517], [2.07701, -3.67460, 2.00275], [2.38012, -4.34168, 3.67334], [4.62520, -4.32580, 3.33454], [4.67411, -2.62795, 2.67894], [3.73799, -5.10914, 1.04233], [4.14486, -3.44356, 0.39357], [6.19175, -5.14644, 1.94445], [6.49109, -3.74595, 0.85483], [9.32307, -3.29388, -3.08395], [2.39591, -9.90859, -0.40454], [2.22790, -8.28011, 0.26450], [3.73124, -7.37556, 0.00367], [0.89063, -7.44499, -0.54070], [1.89651, -8.38516, 2.00159], [-6.43496, 6.45012, 3.34472], [-5.75003, 5.09584, 4.25521], [-4.53206, 4.27643, 3.25605], [-4.99016, 5.69924, 5.73307], [-7.03294, 3.95258, 4.67196], [0.35154, -4.65797, -2.83722], [0.75646, -3.51223, -4.12172], [-0.01136, -1.94486, -3.77838], [2.51152, -3.30107, -4.19480], [0.16924, -4.12975, -5.67385], [2.64439, 0.44617, 6.52576], [4.33978, 0.12581, 6.92176], [5.23163, 1.65264, 6.97741], [4.43857, -0.67430, 8.49648], [5.04424, -0.92396, 5.68184]], "atomic_forces_ev_per_a": [[-0.1, 1.3, 0.5], [-0.1, 0.5, -0.1], [0.2, -0.7, -1.0], [-0.5, 1.0, 1.4], [0.3, -0.6, -0.8], [-0.6, 0.9, 0.4], [0.4, -1.2, -1.5], [0.3, 0.2, 1.1], [0.1, -0.2, -1.5], [-0.8, -0.1, 0.4], [0.0, -0.4, 0.5], [0.6, 0.0, 0.5], [0.3, -0.4, 0.0], [1.2, -0.4, -0.4], [0.5, 0.8, -0.3], [-0.2, -0.2, 0.2], [-0.7, -0.6, -0.1], [-0.2, 0.2, 0.2], [0.1, -0.2, -0.1], [-0.6, 0.7, -1.1], [0.6, -0.1, 2.0], [-1.0, 1.4, -1.1], [0.2, -0.1, 0.5], [-1.0, -1.6, 1.4], [1.5, -0.4, -1.0], [-0.3, 0.7, 1.3], [-0.6, 0.0, -1.8], [1.2, 0.9, 1.3], [-1.4, -1.1, -1.0], [2.1, 0.1, 0.8], [-0.4, 0.5, -0.5], [0.9, 0.8, -0.4], [1.4, -0.1, -0.2], [-0.9, -0.6, 0.9], [0.3, 1.0, -0.7], [0.6, -2.1, 0.4], [-1.1, 1.4, 0.2], [0.0, 0.5, -2.2], [0.0, -0.1, -0.1], [-0.4, 0.5, 0.3], [-0.4, -0.3, 0.3], [0.6, -0.4, 0.3], [-0.5, -0.3, 0.4], [0.5, -0.2, 0.3], [0.6, 0.2, 0.4], [-0.2, 0.5, -0.3], [0.3, 0.0, 0.4], [-0.6, -0.2, -0.1], [-0.1, 0.4, 0.5], [0.4, 0.2, -0.1], [-0.1, 0.2, 0.2], [0.3, 0.0, -0.2], [0.5, 0.2, 0.2], [0.0, 0.0, -0.6], [-0.5, 0.1, 0.2], [-0.2, -0.2, -0.5], [0.4, 0.2, 0.3], [-0.3, -0.3, 0.3], [-0.2, -0.2, 0.4], [0.2, 0.5, -0.1], [-0.4, 0.0, -0.4], [0.5, -0.5, -1.5], [0.2, 0.5, 0.3], [0.1, 0.2, -0.6], [-0.2, -0.6, 0.0], [-0.2, 0.1, 0.5], [0.5, 0.0, -0.2], [-0.6, -0.6, 0.1], [-0.1, 0.1, 0.6], [0.1, 0.2, -0.7], [0.1, 0.5, -0.3], [-0.2, -0.4, 0.1], [-0.1, 0.6, 0.1], [-0.3, -0.5, 0.4], [-0.1, 0.0, -0.6], [-0.3, -0.4, 0.1], [-0.8, 0.2, 0.4], [0.0, 0.1, 0.0], [0.0, 0.0, 0.1], [-0.6, -0.7, -0.1], [0.1, -0.1, 0.1], [0.0, 0.0, -0.1], [0.1, -0.1, 0.0], [-0.1, 0.1, 0.1], [-0.6, 0.2, 0.9], [0.0, 0.0, -0.1], [0.1, 0.1, 0.0], [0.0, 0.1, -0.1], [0.0, -0.1, 0.0], [0.6, -1.5, -0.1], [-0.1, 0.0, 0.0], [0.0, 0.0, 0.1], [0.1, 0.0, 0.0], [0.0, 0.0, 0.0], [-0.1, -0.1, 0.0], [0.0, 0.0, -0.1], [0.1, 0.1, 0.2]], "mulliken_charge": [-0.77, 0.01, 0.65, 0.79, -0.47, -1.20, -0.49, -0.23, -0.97, -0.41, 0.80, -0.95, -0.39, -0.40, 0.55, -0.52, -0.33, -0.80, -0.45, -1.07, 1.18, -0.30, -0.61, 0.36, -0.85, -0.51, 0.19, -1.11, -0.56, -0.28, -0.66, 0.01, 0.41, -0.23, -0.42, 0.04, -0.26, -0.04, -0.67, 0.77, -0.31, 0.09, 0.39, 0.65, 0.46, 0.22, 0.45, 0.07, 0.35, 0.33, 0.14, 0.25, 0.65, -0.13, 0.31, 0.33, 0.31, 0.37, 0.35, 0.07, 0.33, 0.52, 0.13, 0.58, 0.36, 0.30, 0.64, -0.66, 0.56, 0.38, 0.35, 0.36, 0.17, 0.15, 0.42, 0.43, 0.39, -0.10, 0.22, -0.16, -0.07, -0.11, -0.11, 0.31, -0.12, -0.10, -0.10, -0.05, 0.20, -0.13, -0.11, -0.11, -0.07, 0.34, -0.10, -0.10, -0.10], "multiplicity": 1, "homo_ha": -0.3245, "smiles": "C#Cc1c(CCCCCN)c(CCOC(=O)CC)cc2c1C(=O)N(CCCCCCCSc1nnco1)C2=O.ClC(Cl)(Cl)Cl.ClC(Cl)(Cl)Cl.ClC(Cl)(Cl)Cl.ClC(Cl)(Cl)Cl", "e_lumo_ev": -0.500}